P.
Below is an isolated ion of composition C7H16NSi and charge +1, with properties calculated with ωB97M-V/def2-TZVPD.

## Properties
* multiplicity: 1
* E_HOMO: -13.6 eV
* total charge: +1
* SMILES: C[NH+](C)C#C[Si](C)(C)C

Geometry (Å):
Si (1.19493, 0.15789, -1.62061)
N (-0.90051, -0.49605, 2.23753)
C (-0.14054, -1.08745, -2.22666)
C (0.68961, 2.07445, -1.98706)
C (0.01544, 0.00102, 1.27026)
C (3.00853, -0.43701, -1.86406)
C (-2.18715, -0.70321, 1.52380)
C (-1.20811, 0.31197, 3.49751)
C (0.60737, 0.08470, 0.19646)
H (-3.01215, -1.08836, 2.15531)
H (-0.38728, 0.71095, 3.97244)
H (-0.27647, 2.25114, -2.49509)
H (-0.93950, -0.48485, -2.50001)
H (3.51543, 0.02613, -2.70975)
H (-1.69877, -0.24813, 4.26049)
H (3.26956, -1.49770, -1.91308)
H (1.46579, 2.48055, -2.59945)
H (-0.39615, -1.74238, -1.37887)
H (3.49188, -0.22759, -0.93590)
H (-2.57078, 0.23361, 1.01860)
H (0.20022, -1.59001, -3.04188)
H (-1.73728, 1.25857, 3.19952)
H (-0.50445, -1.44710, 2.57702)
H (0.46583, 2.74614, -1.25343)
H (-1.96546, -1.28729, 0.61692)

Q.
Below is an isolated ion of composition C7H16NSi and charge +1, with properties calculated with ωB97M-V/def2-TZVPD.

## Properties
* multiplicity: 1
* E_HOMO: -12.0 eV
* total charge: +1

Geometry (Å):
Si (-1.61616, 1.40858, 0.10154)
N (1.38479, -1.42294, -0.01295)
C (-2.77713, 2.21036, -1.09600)
C (2.50593, -1.21390, 0.94388)
C (0.00052, 0.77832, -0.33075)
C (-2.15270, 0.80251, 1.78078)
C (1.04659, -2.89493, -0.21800)
C (1.00129, 1.30156, -1.35699)
C (0.27465, -0.77163, 0.63460)
H (3.40769, -1.60148, 0.54215)
H (-1.25379, 0.94231, 2.46450)
H (-2.39264, 3.07861, -1.69217)
H (-3.03941, 1.33328, -1.79113)
H (-2.45839, -0.23716, 1.87612)
H (-2.86642, 1.50479, 2.17252)
H (1.96687, -3.45246, 0.02919)
H (0.66061, 2.40608, -1.70108)
H (0.70672, -2.87374, -1.16706)
H (0.09398, -2.99418, 0.42941)
H (1.92389, 1.23479, -0.99911)
H (0.88714, 0.76187, -2.25846)
H (2.21604, -1.81517, 1.88184)
H (1.60016, -0.85098, -0.81605)
H (2.53573, -0.15646, 1.09666)
H (-3.65595, 2.52196, -0.51343)

The winner here is P, beating the second structure by 311.1 kJ/mol.

P.
Below is a 2-piece molecular cluster, C3H8OS overall, with properties calculated with ωB97M-V/def2-TZVPD.

## Properties
* multiplicity: 1
* E_HOMO: -8.6 eV
* total charge: 0
* SMILES: C=O.CSC

Geometry (Å):
S (0.77494, -0.85335, 0.07767)
O (-2.80723, -0.40687, 0.15832)
C (0.13901, 0.19579, 1.42655)
C (-2.52987, -0.51239, -1.00266)
C (2.08452, 0.22142, -0.54215)
H (2.72975, 0.51462, 0.28170)
H (-0.16537, -0.45033, 2.24448)
H (2.64935, -0.35207, -1.27048)
H (-2.63873, 0.33808, -1.70441)
H (0.94516, 0.84888, 1.74466)
H (1.69015, 1.10913, -1.03499)
H (-0.72322, 0.77548, 1.10577)
H (-2.14848, -1.42838, -1.48448)

Q.
Below is one molecule with the formula C3H8OS, with properties calculated with ωB97M-V/def2-TZVPD.

## Properties
* multiplicity: 1
* E_HOMO: -8.8 eV
* total charge: 0
* SMILES: C=[S@H](=O)CC

Geometry (Å):
S (-1.11808, -0.41890, -0.00926)
O (-1.08886, -1.99976, -1.05532)
C (0.59240, 0.08046, 0.32814)
C (-1.82743, 0.21106, 1.32700)
C (1.39947, -0.29572, -0.88318)
H (-2.80707, -0.14530, 1.57810)
H (0.53776, 0.98100, 0.82472)
H (2.47453, -0.22242, -0.87539)
H (0.86085, -0.63858, 1.02937)
H (1.05888, -1.24405, -1.23710)
H (-1.24478, 0.07347, 2.12976)
H (-1.37635, 0.55902, -0.96026)
H (1.27613, 0.43093, -1.65582)

R.
Below is a 2-piece molecular cluster, C3H8OS overall, with properties calculated with ωB97M-V/def2-TZVPD.

## Properties
* multiplicity: 1
* E_HOMO: -8.2 eV
* total charge: 0
* SMILES: C=O.CSC

Geometry (Å):
S (-0.25648, 1.11229, 0.11001)
O (1.29432, -2.09778, 0.49444)
C (0.52505, 1.60265, -1.44962)
C (-1.94704, 0.58965, -0.26837)
C (0.93959, -2.55674, 1.53576)
H (0.50918, -1.93959, 2.34338)
H (-2.53490, 0.97178, 0.55163)
H (-2.01353, -0.49139, -0.35651)
H (-2.33833, 1.06570, -1.16294)
H (0.34983, 2.65638, -1.64867)
H (0.20821, 0.97632, -2.26754)
H (1.58518, 1.42262, -1.27411)
H (0.96222, -3.61680, 1.84000)

The winner here is P, beating the second structure by 24.6 kJ/mol.

P.
Below is a 2-piece molecular cluster, C3H8OS overall, with properties calculated with ωB97M-V/def2-TZVPD.

## Properties
* multiplicity: 1
* E_HOMO: -8.9 eV
* total charge: 0
* SMILES: CC=O.CS

Geometry (Å):
S (2.21291, 0.47345, 0.83715)
O (-1.26555, -1.28313, -0.08788)
C (-3.17863, 0.01307, -0.60278)
C (1.56620, 0.43385, -0.89920)
C (-1.83267, -0.23329, 0.03516)
H (-3.11270, -0.36216, -1.62577)
H (0.78149, -0.30478, -0.95646)
H (2.17520, -0.87553, 0.93070)
H (1.22027, 1.42996, -1.16250)
H (2.36385, 0.16042, -1.58513)
H (-3.45376, 1.06519, -0.64391)
H (-3.96812, -0.53700, -0.09921)
H (-1.39941, 0.56503, 0.66265)

Q.
Below is a 2-piece molecular cluster, C3H8OS overall, with properties calculated with ωB97M-V/def2-TZVPD.

## Properties
* multiplicity: 1
* E_HOMO: -8.8 eV
* total charge: 0
* SMILES: C=O.CCS

Geometry (Å):
S (1.93040, -0.45918, -0.82831)
O (-1.62598, -1.00373, -2.04678)
C (1.41905, 0.91685, 1.51925)
C (-2.61971, -0.92816, -1.38025)
C (0.74913, 0.10633, 0.42903)
H (0.21468, -0.76802, 0.82281)
H (0.80148, 1.13581, 2.39127)
H (2.26763, 0.35453, 1.93807)
H (-0.06827, 0.66555, -0.02299)
H (-2.62363, -1.23406, -0.31186)
H (-3.61259, -0.61280, -1.74485)
H (1.27418, 0.03222, -1.86039)
H (1.89364, 1.79467, 1.09499)

R.
Below is one molecule with the formula C3H8OS, with properties calculated with ωB97M-V/def2-TZVPD.

## Properties
* multiplicity: 1
* E_HOMO: -8.4 eV
* total charge: 0
* SMILES: CC=[S@H](C)=O

Geometry (Å):
S (0.57308, 0.31525, -0.25168)
O (0.78413, 1.64674, 0.26909)
C (2.00961, -0.66782, 0.27473)
C (-0.88488, -0.35729, 0.38228)
C (-2.07401, 0.50730, 0.06400)
H (-1.03059, -1.37087, -0.14059)
H (1.14176, 0.67518, -1.57132)
H (2.22305, -0.52707, 1.38612)
H (1.59142, -1.73724, -0.03001)
H (-2.26303, 0.49114, -0.97819)
H (-2.91460, -0.08384, 0.41802)
H (-2.06899, 1.53081, 0.42714)
H (2.91306, -0.42228, -0.24960)

The winner here is P, beating the second structure by 44.9 kJ/mol.

P.
Below is a 2-piece molecular cluster, C2H2FNO2 overall, with properties calculated with ωB97M-V/def2-TZVPD.

## Properties
* multiplicity: 1
* E_HOMO (spin up / spin down): -9.6 / -9.6 eV
* total charge: 0
* SMILES: C=C=O.O=NF

Geometry (Å):
F (1.50636, 0.61044, -1.17039)
O (0.11633, -2.18756, 0.19248)
O (1.62004, 0.65336, 1.13087)
N (1.06670, 1.13897, 0.24783)
C (-0.42164, -1.16750, 0.12415)
C (-1.03824, -0.03095, -0.04261)
H (-1.82901, 0.40119, 0.42895)
H (-1.02056, 0.58204, -0.91129)

Q.
Below is one molecule with the formula C2H2FNO2, with properties calculated with ωB97M-V/def2-TZVPD.

## Properties
* multiplicity: 1
* E_HOMO: -11.4 eV
* total charge: 0
* SMILES: O=C(O)/C=N/F

Geometry (Å):
F (-1.33046, -1.13182, 2.10150)
O (-0.54247, 0.56521, -1.35991)
O (1.65994, 0.40137, -0.98108)
N (-1.03850, -0.62530, 0.85117)
C (0.52120, 0.30564, -0.61507)
C (0.12617, -0.16801, 0.74278)
H (-0.27695, 0.80261, -2.26492)
H (0.88108, -0.14971, 1.52553)

The winner here is Q, beating the second structure by 251.6 kJ/mol.